This record from the Open Molecules 2025 dataset describes a cluster of 2 separate species, C4H12 in total. The level of theory is ωB97M-V/def2-TZVPD.

Each line ends with the natural charge from an NBO analysis.
CARTESIAN COORDINATES (ANGSTROEM)
1 C -2.20287 1.59196 2.28755  -0.61
2 C -1.88478 0.11064 2.37113  -0.60
3 H -1.32172 2.25000 2.20278  0.20
4 H -2.80177 1.91599 3.15527  0.20
5 H -2.81445 1.70382 1.37647  0.20
6 H -1.34633 -0.09553 3.31144  0.20
7 H -1.24506 -0.19318 1.52551  0.20
8 H -2.80505 -0.49711 2.35217  0.20
9 C 1.39524 -0.49928 -2.48168  -0.60
10 C 2.70768 -1.20736 -2.18102  -0.60
11 H 0.77333 -0.54328 -1.57180  0.20
12 H 0.81857 -0.91978 -3.32266  0.20
13 H 1.62045 0.55753 -2.70312  0.20
14 H 3.32136 -1.27758 -3.09485  0.20
15 H 2.50077 -2.22777 -1.81691  0.20
16 H 3.28463 -0.66906 -1.41031  0.20

As for the total energy: -159.580395 Ha. As for the energy above the lowest of the compared OMol25 structures with the same formula, charge and spin: 2.87 kcal per mole. As for the total charge: 0. For the LUMO energy, the calculation gives 1.0 eV. Its spin multiplicity is 1.